# 1
Computed, not measured: a molecular structure, C9H40AsF6N18O11 in a non-equilibrium geometry, with the ωB97M-V functional and the def2-TZVPD basis.

```
85
Properties=species:S:1:pos:R:3:lowdin_charge:R:1
As 0.955 0.123 -0.658 0.934
F 1.704 -1.432 -1.196 -0.309
F 1.513 0.139 1.048 -0.313
F 0.107 1.740 -0.315 -0.353
F 0.308 0.393 -2.335 -0.331
F -0.615 -0.626 -0.099 -0.326
F 2.413 0.970 -1.194 -0.300
C -4.957 2.949 4.794 -0.832
O -4.405 4.010 4.628 0.031
N -5.846 2.688 5.684 0.162
N -4.788 1.959 3.972 0.166
H -6.354 1.818 5.608 0.113
H -5.926 3.410 6.385 0.127
H -5.286 1.122 4.239 0.104
H -4.122 1.966 3.213 0.129
C -6.671 -0.247 -1.509 -0.802
O -6.975 -0.477 -0.352 0.019
N -7.580 -0.415 -2.461 0.139
N -5.529 0.128 -1.944 0.184
H -8.328 -0.947 -2.040 0.112
H -7.401 -0.403 -3.455 0.103
H -4.641 0.144 -1.462 0.136
H -5.596 0.311 -2.935 0.110
C -2.167 -4.040 -6.471 -0.800
O -2.855 -3.118 -6.834 0.038
N -1.220 -3.918 -5.607 0.159
N -2.215 -5.291 -6.919 0.151
H -0.827 -4.751 -5.191 0.111
H -1.139 -2.990 -5.217 0.133
H -1.524 -5.826 -6.414 0.092
H -3.007 -5.703 -7.391 0.116
C -1.227 6.267 -4.283 -0.812
O -0.582 7.198 -3.903 0.048
N -1.181 5.045 -3.967 0.190
N -2.315 6.555 -5.020 0.126
H -0.485 4.634 -3.361 0.141
H -1.905 4.497 -4.408 0.113
H -2.835 5.776 -5.398 0.085
H -2.674 7.488 -5.162 0.108
C 0.557 2.766 6.952 -0.750
O 0.691 2.644 8.191 -0.009
N 0.332 3.820 6.281 0.155
N 0.571 1.717 6.101 0.141
H -0.415 3.686 5.614 0.128
H 0.469 4.644 6.848 0.128
H 0.924 0.800 6.337 0.105
H 0.362 1.967 5.145 0.101
C -4.444 -6.619 1.657 -0.863
O -5.546 -6.905 1.423 0.091
N -3.754 -5.714 1.019 0.149
N -3.742 -7.127 2.622 0.162
H -4.102 -5.465 0.105 0.116
H -3.185 -5.022 1.484 0.114
H -2.975 -6.506 2.838 0.111
H -4.178 -7.845 3.183 0.121
C 7.485 -1.732 -2.691 -0.849
O 8.427 -1.075 -2.648 0.078
N 6.986 -2.152 -3.812 0.171
N 6.771 -1.898 -1.570 0.160
H 6.046 -2.489 -3.665 0.106
H 7.374 -1.862 -4.698 0.124
H 5.856 -2.310 -1.679 0.095
H 7.101 -1.733 -0.630 0.115
C 0.867 -4.182 5.575 -0.845
O 0.073 -4.577 4.820 0.085
N 1.738 -3.264 5.318 0.166
N 1.073 -4.720 6.777 0.147
H 2.387 -3.051 6.062 0.106
H 1.582 -2.722 4.480 0.128
H 1.915 -4.483 7.282 0.100
H 0.388 -5.430 6.992 0.114
C 6.566 4.099 -4.832 -0.752
O 6.443 4.866 -5.821 -0.022
N 5.714 4.059 -3.853 0.164
N 7.642 3.366 -4.589 0.148
H 5.028 4.789 -3.983 0.127
H 5.823 3.378 -3.115 0.117
H 8.111 3.042 -5.423 0.113
H 7.771 2.965 -3.671 0.105
O 5.457 -0.191 3.587 -0.051
H 4.535 -0.172 3.329 0.027
H 5.530 -0.953 4.162 0.022
O 3.017 5.725 0.055 -0.053
H 3.958 5.879 -0.035 0.022
H 2.951 4.837 0.406 0.030
```

As for the total charge: -1. The value obtained for the energy relative to the best compared isomer or geometry (same formula, charge and spin) is 184.6 kcal per mole. The total energy is -136478.400 eV.

# 2
Computed, not measured: 6 unconnected molecules or ions with the total composition C20H33BrO17PS in a non-equilibrium geometry, with the ωB97M-V functional and the def2-TZVPD basis.

```
73
Properties=species:S:1:pos:R:3:lowdin_charge:R:1
O 0.181 -3.016 -3.598 -0.311
P -0.227 -1.802 -4.812 0.743
O 0.832 -0.440 -4.574 -0.306
S -2.311 -1.247 -4.684 0.371
Br -2.645 0.304 -3.078 0.410
H -0.716 -3.411 -3.360 0.062
H 1.210 -0.520 -3.630 0.107
H -3.014 -2.407 -4.230 -0.011
C -5.849 -1.438 0.936 -0.007
C -5.219 -2.580 0.164 -0.332
C -3.989 -3.130 0.817 -0.095
O -3.270 -3.657 -0.282 0.087
C -3.622 -2.899 -1.364 -0.478
O -3.035 -2.904 -2.431 -0.017
O -4.719 -2.129 -1.086 0.089
H -6.668 -0.992 0.363 0.095
H -6.239 -1.781 1.899 0.102
H -5.123 -0.638 1.118 0.055
H -5.963 -3.363 -0.030 0.166
H -4.215 -3.912 1.549 0.153
H -3.369 -2.362 1.296 0.148
C -0.342 3.264 -0.814 -0.013
C -1.641 3.220 -0.036 -0.345
C -1.462 3.463 1.431 -0.107
O -2.569 2.780 1.990 0.077
C -2.853 1.753 1.134 -0.483
O -3.586 0.817 1.397 0.120
O -2.199 1.914 -0.058 0.042
H -0.506 2.961 -1.854 0.075
H 0.091 4.269 -0.803 0.099
H 0.391 2.563 -0.398 0.094
H -2.372 3.908 -0.478 0.164
H -1.488 4.527 1.687 0.154
H -0.545 3.020 1.837 0.121
C -1.403 3.427 6.497 -0.016
C -0.773 2.285 5.724 -0.346
C 0.457 1.735 6.378 -0.107
O 1.176 1.208 5.279 0.080
C 0.824 1.966 4.196 -0.483
O 1.411 1.961 3.129 0.107
O -0.273 2.736 4.474 0.074
H -2.222 3.873 5.923 0.089
H -1.793 3.084 7.460 0.096
H -0.677 4.227 6.678 0.094
H -1.517 1.502 5.530 0.164
H 0.231 0.953 7.110 0.149
H 1.077 2.503 6.856 0.148
C 4.366 2.870 2.472 -0.019
C 4.970 3.655 3.619 -0.351
C 6.424 3.960 3.427 -0.120
O 6.888 4.083 4.758 0.066
C 6.086 3.275 5.516 -0.504
O 6.326 2.943 6.663 0.138
O 4.980 2.884 4.810 0.083
H 3.341 2.568 2.712 0.047
H 4.353 3.461 1.552 0.091
H 4.927 1.947 2.288 0.095
H 4.385 4.564 3.808 0.161
H 6.590 4.885 2.867 0.144
H 6.980 3.146 2.944 0.143
C 1.380 -4.688 -6.070 -0.041
C 1.758 -4.901 -7.522 -0.349
C 0.656 -5.502 -8.339 -0.122
O 1.366 -6.165 -9.368 0.069
C 2.573 -6.518 -8.829 -0.498
O 3.353 -7.304 -9.337 0.151
O 2.784 -5.875 -7.639 0.089
H 2.251 -4.364 -5.490 0.096
H 0.592 -3.936 -5.974 0.005
H 1.032 -5.621 -5.613 0.100
H 2.127 -3.965 -7.960 0.163
H -0.020 -4.747 -8.753 0.143
H 0.067 -6.249 -7.793 0.143
```

As for the total charge: +1. The total energy is -146242.840 eV.

# 3
Computed, not measured: C2H2N2O in the gas phase in a non-equilibrium geometry, with the ωB97M-V functional and the def2-TZVPD basis.

```
7
Properties=species:S:1:pos:R:3:lowdin_charge:R:1
C -0.445 0.789 -0.729 -0.039
C 0.066 -0.518 -0.944 -0.150
O 0.344 -0.987 0.159 0.027
N 0.192 -0.081 1.062 -0.048
N -0.139 0.942 0.611 0.011
H -0.942 1.526 -1.338 0.095
H 0.092 -1.290 -1.615 0.104
```

As for the SMILES: c1conn1. The value obtained for the energy relative to the best compared isomer or geometry (same formula, charge and spin) is 75.3 kcal per mole. The total energy is -7130.579 eV.

# 4
Computed, not measured: a molecular structure, C30H21BrInN7OSe3Te, with the ωB97M-V functional and the def2-TZVPD basis.

```
65
Properties=species:S:1:pos:R:3:lowdin_charge:R:1
In 0.571 -0.571 -0.813 0.291
Br -1.588 4.731 -6.064 0.706
C -1.401 3.363 -4.766 -0.704
C -2.146 2.176 -4.909 -0.116
C -2.035 1.173 -3.993 0.000
C -1.164 1.281 -2.863 -0.373
O -1.106 0.335 -2.013 -0.214
C -0.423 2.496 -2.735 -0.146
C 0.459 2.761 -1.653 -0.120
N 0.770 1.976 -0.665 -0.016
C 1.654 2.455 0.317 -0.201
C 2.170 3.730 0.405 -0.005
C 3.008 4.124 1.461 -0.068
C 3.331 3.252 2.458 -0.039
C 2.833 1.932 2.412 -0.146
C 3.126 0.999 3.431 -0.001
C 2.616 -0.260 3.349 -0.026
C 1.847 -0.597 2.221 -0.111
N 1.570 0.231 1.246 0.078
C 2.018 1.516 1.333 -0.137
C -0.561 3.516 -3.705 -0.091
H -2.805 2.067 -5.760 0.101
H -2.589 0.249 -4.099 0.120
H 0.905 3.754 -1.710 0.114
H 1.936 4.478 -0.337 0.102
H 3.384 5.138 1.476 0.108
H 3.960 3.550 3.286 0.113
H 3.745 1.306 4.265 0.121
H 2.798 -1.007 4.108 0.110
H 1.454 -1.596 2.125 0.088
H 0.018 4.425 -3.591 0.108
N -3.289 1.236 0.973 0.141
C -2.040 0.997 0.540 -0.113
N -1.444 -0.143 0.611 0.101
C -2.109 -1.228 1.141 -0.262
N -1.551 -2.389 1.254 0.101
N -0.250 -2.387 0.799 -0.101
C 0.311 -3.533 0.769 -0.145
C 1.707 -3.633 0.338 -0.317
C 2.373 -4.849 0.365 -0.006
C 3.708 -4.877 -0.013 -0.048
C 4.319 -3.696 -0.390 -0.040
C 3.570 -2.525 -0.393 -0.171
N 2.295 -2.491 -0.040 0.041
C -3.494 -1.059 1.578 -0.074
C -4.260 -2.118 2.071 -0.005
C -5.563 -1.907 2.467 -0.068
C -6.125 -0.633 2.374 -0.069
C -5.389 0.425 1.886 -0.014
C -4.073 0.205 1.486 -0.170
H -3.685 2.152 0.837 0.161
H -1.511 1.826 0.088 0.129
H -0.226 -4.429 1.073 0.135
H 1.851 -5.748 0.663 0.116
H 4.258 -5.808 -0.016 0.110
H 5.355 -3.670 -0.698 0.110
H 3.992 -1.578 -0.712 0.064
H -3.807 -3.097 2.129 0.114
H -6.153 -2.729 2.848 0.106
H -7.149 -0.472 2.684 0.108
H -5.821 1.415 1.803 0.114
Se 2.507 0.243 -2.396 0.112
Se 2.978 -1.655 -3.696 -0.144
Te 0.621 -2.097 -4.440 0.320
Se -0.258 -2.730 -2.202 0.021
```

The total energy is -322480.728 eV.

# 5
Computed, not measured: 3 unconnected molecules or ions with the total composition C9H9F3O9 in a non-equilibrium geometry, with the ωB97M-V functional and the def2-TZVPD basis.

```
30
Properties=species:S:1:pos:R:3:lowdin_charge:R:1
O -19.624 -18.983 17.184 0.113
C -19.129 -20.108 17.427 -0.412
O -17.724 -20.391 17.428 0.031
C -17.542 -21.735 17.813 -0.080
C -18.988 -22.340 17.931 -0.341
F -19.052 -22.781 19.149 0.121
O -19.819 -21.222 17.761 0.137
H -16.842 -22.234 17.143 0.129
H -17.005 -21.725 18.761 0.132
H -19.110 -23.088 17.148 0.170
O -8.811 -23.765 20.147 0.166
C -9.156 -22.648 19.848 -0.520
O -10.403 -22.108 19.973 0.077
C -10.444 -21.081 18.972 -0.048
C -9.003 -20.641 18.927 -0.434
F -8.841 -19.585 19.621 0.151
O -8.290 -21.741 19.340 0.153
H -10.787 -21.581 18.067 0.138
H -11.183 -20.291 19.107 0.144
H -8.610 -20.430 17.932 0.171
O -14.222 -26.960 21.769 0.103
C -13.846 -27.899 22.530 -0.490
O -13.554 -29.168 22.057 0.078
C -12.608 -29.580 22.980 -0.087
C -13.008 -28.846 24.316 -0.326
F -11.982 -28.540 25.119 0.103
O -13.404 -27.709 23.725 0.161
H -12.287 -30.621 22.963 0.141
H -11.664 -29.135 22.668 0.141
H -13.863 -29.178 24.903 0.176
```

As for the SMILES: O=C1OC[C@@H](F)O1.O=C1OC[C@@H](F)O1.O=C1OC[C@@H](F)O1. The value obtained for the energy relative to the best compared isomer or geometry (same formula, charge and spin) is 64.6 kcal per mole. The total energy is -36056.787 eV.

# 6
Computed, not measured: 2 unconnected molecules or ions with the total composition C33H46F3N3O9P2S in a non-equilibrium geometry, with the ωB97M-V functional and the def2-TZVPD basis.

```
97
Properties=species:S:1:pos:R:3:lowdin_charge:R:1
C -5.127 1.719 -1.292 0.089
C -5.280 0.523 -1.227 -0.150
C -5.331 -0.991 -1.149 -0.177
C -5.754 -1.510 -2.569 -0.181
C -5.096 -2.890 -2.971 -0.125
C -4.815 -3.794 -1.769 -0.104
C -5.903 -4.347 -1.051 -0.133
C -7.366 -4.051 -1.455 -0.016
C -5.723 -5.187 0.066 -0.266
O -6.786 -5.746 0.744 0.037
C -4.397 -5.434 0.480 -0.023
C -3.332 -4.878 -0.205 -0.398
C -3.473 -4.044 -1.359 -0.153
N -2.317 -3.505 -2.050 -0.025
F -1.696 -4.646 -2.638 -0.044
C -1.389 -2.881 -1.147 -0.204
C -0.946 -3.525 0.060 -0.334
C -0.066 -2.902 0.941 -0.103
C 0.359 -3.678 2.210 -0.204
N -0.629 -3.554 3.306 -0.094
C 0.040 -2.807 4.417 -0.122
C 0.426 -1.591 0.680 -0.144
O 1.244 -1.074 1.639 -0.073
C 2.488 -0.524 1.125 -0.080
C 2.466 1.042 1.378 -0.294
C 3.680 1.506 2.236 -0.067
C 1.159 1.489 2.142 -0.147
C 1.095 3.032 2.405 -0.385
C -0.424 3.424 2.340 -0.091
C 1.535 3.400 3.869 -0.086
C 0.015 -0.944 -0.504 -0.135
N 0.499 0.398 -0.824 0.108
C -0.524 1.386 -0.864 -0.493
O -0.305 2.546 -0.981 0.185
F -1.823 1.019 -0.707 0.112
C 1.337 0.443 -1.968 -0.503
O 1.792 1.402 -2.489 0.185
F 1.692 -0.786 -2.468 0.096
C -0.863 -1.597 -1.406 -0.180
P -1.352 -0.753 -3.012 0.987
C -0.892 -2.017 -4.320 -0.241
O -2.999 -0.494 -3.021 -0.313
S -1.639 -5.160 0.350 1.047
H -4.908 2.775 -1.333 0.031
H -6.038 -1.266 -0.348 0.114
H -4.296 -1.323 -0.948 0.102
H -5.366 -0.769 -3.291 0.088
H -6.856 -1.517 -2.617 0.103
H -4.161 -2.657 -3.504 0.086
H -5.793 -3.406 -3.661 0.116
H -7.433 -3.530 -2.424 0.059
H -8.015 -4.937 -1.384 0.082
H -7.730 -3.313 -0.705 0.099
H -6.942 -6.629 0.378 0.123
H -4.269 -6.071 1.369 0.126
H 1.383 -3.353 2.476 0.116
H 0.386 -4.746 1.908 0.090
H -0.747 -4.497 3.674 0.091
H 1.034 -3.240 4.656 0.079
H -0.597 -2.936 5.311 0.079
H 0.103 -1.754 4.088 0.076
H 3.297 -0.964 1.738 0.133
H 2.568 -0.767 0.052 0.121
H 2.442 1.617 0.429 0.124
H 3.617 1.186 3.296 0.089
H 3.751 2.601 2.138 0.077
H 4.581 0.990 1.836 0.084
H 0.248 1.239 1.562 0.089
H 1.066 0.958 3.114 0.126
H 1.658 3.641 1.673 0.134
H -0.866 3.125 1.367 0.054
H -0.579 4.518 2.422 0.080
H -1.011 2.889 3.112 0.086
H 2.579 3.103 4.055 0.058
H 1.371 4.484 4.046 0.078
H 0.831 2.888 4.558 0.079
H -1.789 -2.326 -4.893 0.043
H -0.501 -2.947 -3.858 0.033
H -0.076 -1.647 -4.967 0.039
H -3.297 -0.535 -3.942 0.058
C 6.619 7.391 1.170 -0.125
O 7.450 6.432 0.506 -0.276
P 6.690 4.954 0.139 0.669
O 6.917 4.411 1.524 -0.257
O 7.959 4.565 -0.828 -0.248
C 8.647 5.552 -1.600 -0.119
O 5.922 3.509 -0.319 -0.260
C 5.323 3.501 -1.627 -0.124
H 7.215 8.281 1.365 0.087
H 5.776 7.666 0.534 0.078
H 6.253 6.989 2.116 0.081
H 9.467 5.967 -1.014 0.088
H 7.982 6.352 -1.924 0.080
H 9.060 5.065 -2.483 0.087
H 6.097 3.487 -2.398 0.081
H 4.682 4.373 -1.764 0.079
H 4.715 2.603 -1.721 0.078
```

As for the SMILES: C#CCCCc1c(C)c(O)cc2c1N(F)c1c(c(CNC)c(OC[C@H](C)CC(C)C)c(N(C(=O)F)C(=O)F)c1P(C)O)S2.COP(=O)(OC)OC. The total energy is -95423.189 eV.

# 7
Computed, not measured: a molecular structure, C27H25Cl4MgNOP, with the ωB97M-V functional and the def2-TZVPD basis.

```
60
Properties=species:S:1:pos:R:3:lowdin_charge:R:1
Mg -0.417 0.110 0.047 0.319
Cl 1.029 -0.659 2.159 0.614
C 0.443 -2.336 1.981 -0.854
Cl -0.044 -2.654 0.288 0.591
H -0.424 -2.469 2.614 0.036
H 1.254 -3.008 2.229 0.045
O -1.725 -0.414 -2.546 -0.031
N -0.798 0.522 -2.037 -0.086
C -0.949 1.610 -2.687 -0.059
C -0.119 2.834 -2.613 -0.178
C -0.184 3.574 -3.793 -0.023
C 0.615 4.688 -3.996 -0.043
C 1.497 5.073 -3.004 -0.040
C 1.543 4.367 -1.808 -0.091
C 0.731 3.262 -1.575 -0.281
P 0.724 2.523 0.105 1.058
C -0.252 3.667 1.132 -0.360
C -1.165 3.129 2.033 -0.089
C -1.896 3.959 2.876 -0.054
C -1.720 5.331 2.816 -0.061
C -0.809 5.877 1.915 -0.063
C -0.078 5.051 1.079 -0.075
C 2.433 2.736 0.703 -0.377
C 2.643 3.024 2.052 -0.086
C 3.933 3.101 2.560 -0.066
C 5.023 2.899 1.725 -0.067
C 4.821 2.616 0.380 -0.071
C 3.534 2.529 -0.128 -0.134
H -1.543 -1.257 -2.111 0.087
H -1.710 1.597 -3.463 0.146
H -0.860 3.253 -4.576 0.120
H 0.551 5.239 -4.925 0.117
H 2.144 5.929 -3.146 0.118
H 2.236 4.687 -1.039 0.108
H -1.336 2.061 2.075 0.067
H -2.608 3.523 3.565 0.112
H -2.293 5.980 3.465 0.111
H -0.670 6.949 1.865 0.110
H 0.626 5.496 0.389 0.099
H 1.801 3.202 2.709 0.107
H 4.084 3.329 3.607 0.111
H 6.028 2.972 2.119 0.110
H 5.668 2.465 -0.277 0.107
H 3.393 2.312 -1.180 0.087
Cl 5.137 -0.705 -1.859 0.572
C 3.566 -1.411 -2.144 -0.952
Cl 2.253 -0.439 -1.390 0.549
H 3.531 -2.401 -1.708 0.033
H 3.364 -1.427 -3.207 0.034
C -4.818 0.744 2.125 -0.092
C -4.562 1.189 0.835 -0.089
C -3.344 0.900 0.229 -0.155
C -2.331 0.168 0.868 -0.257
C -2.639 -0.268 2.167 -0.178
C -3.851 0.005 2.793 -0.095
H -5.764 0.966 2.603 0.103
H -5.314 1.759 0.303 0.102
H -3.198 1.267 -0.784 0.077
H -1.907 -0.830 2.745 0.058
H -4.043 -0.356 3.797 0.101
```

As for the total charge: +1. The value obtained for the energy relative to the best compared isomer or geometry (same formula, charge and spin) is 10.8 kcal per mole. The total energy is -96759.649 eV.

# 8
Computed, not measured: C2H2ClNO in the gas phase in a non-equilibrium geometry, with the ωB97M-V functional and the def2-TZVPD basis.

```
7
Properties=species:S:1:pos:R:3:lowdin_charge:R:1
O -0.021 1.868 -1.021 0.144
C -0.013 0.795 -0.545 -0.492
N 0.210 -0.541 -0.719 0.091
C -0.116 -0.140 0.626 -0.647
Cl -1.708 -0.378 1.317 0.609
H 0.950 -1.294 -1.002 0.189
H 0.698 -0.310 1.343 0.106
```

As for the SMILES: O=C1N[C@@H]1Cl. The value obtained for the energy relative to the best compared isomer or geometry (same formula, charge and spin) is 21.6 kcal per mole. The total energy is -18164.438 eV.

Q: Which frontier orbital gap values were calculated for the entries above? A: 0.3409; 0.2307; 0.4125; 0.2140; 0.4202; 0.2234; 0.2915; 0.3809, in Eh.